{"formula": "C2H4OS", "method": "ωB97M-V/def2-TZVPD", "symbols": ["C", "C", "O", "S", "H", "H", "H", "H"], "xyz": [[1.45349, -0.69184, 0.00755], [0.45965, 0.11598, 0.10357], [-2.59847, 0.73147, 0.12040], [-1.59617, -0.65076, 0.26179], [2.35914, -0.12468, -0.08126], [1.67758, -1.77047, 0.08451], [0.60675, 1.10587, 0.20583], [-2.36196, 1.28441, -0.70240]], "lumo_energy_ha": 0.01731, "de_lowest_kcal_mol": 73.0, "smiles": "C=CSO", "charge": 0}